The following is a quantum chemistry calculation of a molecular structure, C32H47FN5O9RuSSb, from the OMol25 dataset.

Results
* net charge: +2
* ⟨S²⟩: 6.008
* HOMO (spin up / spin down): -12.7248 / -12.8810 eV
* frontier orbital gap (spin up / spin down): 7.9 / 8.1 eV
* total energy: -3031.22604 Eh
* relative energy (zero: lowest compared OMol25 entry of this formula, charge and spin): 0.0 kcal per mole
* 2S+1: 5

XYZ file:
```
97
C32H47FN5O9RuSSb | the OMol25 dataset | ωB97M-V/def2-TZVPD
Ru -0.037 -1.179 -0.589
C -1.538 4.517 4.577
C -0.105 4.098 4.296
N 0.017 3.325 3.048
C 0.057 1.988 3.119
C 0.110 1.134 2.050
C 0.189 -0.333 2.406
O 0.272 -0.656 3.572
O 0.172 -1.190 1.425
C 0.118 1.682 0.733
O 0.172 1.035 -0.337
C 0.086 3.147 0.657
C 0.127 3.761 -0.597
C 0.125 5.121 -0.696
F 0.220 5.675 -1.919
C 0.050 5.950 0.434
C -0.004 5.339 1.674
C 0.036 3.944 1.806
N 0.027 7.368 0.369
C 1.129 8.101 0.984
C 0.549 9.350 1.660
N -0.725 9.718 0.944
C -0.577 9.543 -0.539
C -0.434 8.042 -0.844
H -1.584 5.089 5.503
H -2.176 3.641 4.691
H -1.948 5.129 3.772
H 0.270 3.462 5.095
H 0.571 4.951 4.241
H 0.056 1.553 4.111
H 0.193 3.151 -1.488
H -0.099 5.966 2.549
H 1.880 8.381 0.236
H 1.629 7.485 1.726
H 1.221 10.204 1.600
H 0.287 9.174 2.702
H -1.000 10.673 1.174
H -1.465 9.092 1.266
H 0.305 10.110 -0.828
H -1.444 9.975 -1.031
H 0.252 7.938 -1.687
H -1.393 7.619 -1.139
O -2.316 -6.859 -3.037
C -3.002 -6.110 -4.037
N -2.905 -4.729 -3.673
C -3.980 -4.008 -3.266
O -5.134 -4.380 -3.303
C -3.644 -2.659 -2.684
C -4.535 -1.604 -2.790
C -4.206 -0.390 -2.210
C -3.006 -0.275 -1.534
N -2.156 -1.299 -1.396
C -2.483 -2.470 -1.964
H -2.247 -7.771 -3.339
H -4.059 -6.369 -4.077
H -2.541 -6.267 -5.014
H -1.992 -4.295 -3.725
H -5.471 -1.749 -3.314
H -4.869 0.460 -2.281
H -2.701 0.660 -1.082
H -1.799 -3.290 -1.810
C 1.537 -6.885 -1.426
C 2.557 -6.080 -0.615
C 3.877 -5.886 -1.354
Sb 1.626 -4.223 -0.103
C 0.228 -4.447 1.506
C -1.209 -4.398 0.998
C 0.549 -5.744 2.249
C 2.999 -2.626 0.287
C 3.870 -2.152 -0.866
C 3.815 -3.185 1.462
H 1.938 -7.884 -1.606
H 1.356 -6.413 -2.392
H 0.577 -6.998 -0.920
H 2.716 -6.548 0.359
H 3.722 -5.356 -2.292
H 4.293 -6.869 -1.582
H 4.616 -5.349 -0.759
H 0.427 -3.579 2.137
H -1.413 -5.167 0.251
H -1.462 -3.427 0.573
H -1.876 -4.565 1.846
H 0.380 -6.624 1.625
H -0.113 -5.825 3.113
H 1.574 -5.775 2.622
H 2.374 -1.820 0.674
H 4.457 -2.962 -1.296
H 4.566 -1.412 -0.465
H 3.297 -1.695 -1.667
H 4.425 -4.039 1.159
H 3.191 -3.479 2.310
H 4.497 -2.413 1.818
O -0.066 -3.524 -3.911
S 0.851 -3.154 -2.882
O 0.308 -3.873 -1.542
O 0.749 -1.705 -2.514
O 2.220 -3.586 -2.983
```

These are the Mulliken partial charges, in e, on atoms 1 to 5: atom 1 (Ru): 1.150, atom 2 (C): -1.001, atom 3 (C): -0.990, atom 4 (N): 0.184, atom 5 (C): -0.103